No. 1
The following is a DFT calculation (ωB97M-V/def2-TZVPD) of one molecule with the formula C4H5NO3 at a distorted geometry.

The value obtained for the largest force on an atom is 5.13 eV/A. The value obtained for the energy above the lowest of the compared OMol25 structures with the same formula, charge and spin is 61.3 kcal per mole. As for the frontier orbital gap: 8.60 eV. Its SMILES is Nc1c(O)coc1O. As for the LUMO energy: 0.598 eV. The value obtained for the total energy is -11859.345 eV.

Atoms and positions in Å:
C 0.03 0.37 -0.09
C 1.06 -0.59 0.03
C 0.41 -1.82 0.07
C -1.17 -0.25 0.00
H 0.35 2.40 -0.77
H 0.02 2.28 0.89
H 2.19 0.67 0.23
H 0.73 -2.83 -0.24
H -3.02 -0.43 -0.14
N 0.38 1.76 0.11
O 2.36 -0.27 -0.12
O -0.89 -1.57 0.11
O -2.46 0.27 -0.10

For reference, the natural (NBO) charges in units of e are: -0.0953 0.2077 -0.0223 0.5528 0.3845 0.3873 0.4974 0.2110 0.4823 -0.8857 -0.6526 -0.4238 -0.6433

---

No. 2
The following is a DFT calculation (ωB97M-V/def2-TZVPD) of one molecule with the formula C4H5NO3 at a distorted geometry.

The value obtained for the largest force on an atom is 2.78 eV/A. The value obtained for the energy above the lowest of the compared OMol25 structures with the same formula, charge and spin is 93.1 kcal per mole. As for the frontier orbital gap: 8.43 eV. Its SMILES is CC(=O)/C=C(/O)N=O. As for the LUMO energy: -1.366 eV. The value obtained for the total energy is -11857.964 eV.

Atoms and positions in Å:
C -0.55 0.88 0.32
C 0.57 0.68 -0.71
C -0.54 1.51 1.54
C 0.75 -0.66 -1.33
N 0.63 2.27 2.06
O -1.64 1.46 2.33
O 1.27 1.62 -0.91
O 0.31 2.94 3.04
H -1.38 0.27 0.28
H 0.12 -1.42 -0.80
H 1.77 -1.05 -1.26
H 0.31 -0.72 -2.38
H -1.48 2.05 3.10

For reference, the natural (NBO) charges in units of e are: -0.3172 0.5510 0.3697 -0.7229 0.1437 -0.6695 -0.4969 -0.2977 0.2128 0.2215 0.2535 0.2519 0.5002